C24H53NO12PS | ωB97M-V/def2-TZVPD

gap between HOMO and LUMO = 9.0658 eV
E = -2643.1743 a.u.
charge = +1
E_HOMO = -12.44 eV

Geometry (Å):
C  5.80  -2.17  1.29
C  5.56  -1.02  0.24
C  4.20  -0.30  0.39
C  3.04  -1.35  0.35
N  1.74  -0.73  -0.07
S  0.55  -0.95  1.16
P  -1.38  -0.86  0.24
C  -1.89  -2.50  -0.47
C  -1.53  -3.75  0.40
C  -2.69  -0.38  1.50
C  -3.89  0.20  0.65
H  6.05  -3.10  0.77
H  6.68  -1.90  1.89
H  4.94  -2.36  1.95
H  6.35  -0.27  0.39
H  5.72  -1.45  -0.77
H  4.08  0.43  -0.42
H  4.21  0.23  1.36
H  2.95  -1.75  1.37
H  3.30  -2.12  -0.38
H  1.41  -1.11  -0.96
H  0.79  -2.22  1.68
H  -3.00  -2.47  -0.53
H  -1.53  -2.63  -1.50
H  -1.59  -3.58  1.48
H  -0.57  -4.21  0.11
H  -2.28  -4.53  0.17
H  -2.29  0.34  2.23
H  -2.99  -1.31  2.01
H  -3.47  0.55  -0.30
H  -4.56  -0.64  0.43
H  -4.38  1.01  1.19
C  -4.56  4.28  -5.22
C  -4.92  3.97  -3.78
O  -3.87  3.23  -3.13
C  -2.82  3.95  -2.74
O  -2.68  5.13  -2.86
O  -1.94  3.11  -2.19
C  -0.72  3.73  -1.79
H  -4.30  3.37  -5.76
H  -5.40  4.76  -5.73
H  -3.70  4.95  -5.28
H  -5.80  3.33  -3.76
H  -5.15  4.87  -3.22
H  -0.90  4.58  -1.13
H  -0.14  4.04  -2.66
H  -0.14  2.99  -1.24
C  -6.88  -1.56  -8.63
C  -5.50  -0.97  -8.84
O  -5.22  0.05  -7.87
C  -4.86  -0.40  -6.66
O  -4.75  -1.55  -6.34
O  -4.67  0.66  -5.87
C  -4.36  0.32  -4.52
H  -7.64  -0.78  -8.61
H  -7.12  -2.26  -9.43
H  -6.94  -2.10  -7.68
H  -5.46  -0.47  -9.81
H  -4.73  -1.73  -8.83
H  -3.52  -0.38  -4.47
H  -5.24  -0.11  -4.03
H  -4.08  1.23  -4.01
C  4.66  -3.27  8.15
C  3.88  -3.77  6.95
O  4.58  -3.50  5.73
C  5.58  -4.34  5.46
O  5.92  -5.28  6.12
O  6.15  -3.95  4.32
C  7.30  -4.72  3.95
H  4.92  -2.22  8.04
H  4.08  -3.39  9.07
H  5.60  -3.82  8.27
H  2.94  -3.23  6.88
H  3.65  -4.83  7.03
H  7.07  -5.78  3.93
H  8.12  -4.52  4.64
H  7.59  -4.40  2.95
C  1.83  2.88  1.11
C  0.71  2.44  2.03
O  1.00  2.77  3.39
C  0.79  4.05  3.72
O  0.38  4.90  2.98
O  1.13  4.21  4.99
C  1.03  5.56  5.45
H  2.79  2.49  1.43
H  1.63  2.54  0.09
H  1.91  3.97  1.09
H  0.62  1.35  2.00
H  -0.25  2.86  1.73
H  0.04  5.98  5.25
H  1.80  6.17  4.99
H  1.19  5.55  6.53

***

C3H6N2 | ωB97M-V/def2-TZVPD

gap between HOMO and LUMO = 10.6622 eV
E = -227.3900 a.u.
energy above the lowest of the compared OMol25 structures with the same formula, charge and spin = 91.4 kJ/mol
E_HOMO = -9.83 eV

Geometry (Å):
C  1.56  -0.07  -0.01
N  0.27  -0.66  0.29
C  -0.73  0.13  -0.41
C  -2.07  -0.06  0.13
N  -3.12  -0.22  0.60
H  1.88  -0.36  -1.01
H  2.30  -0.42  0.71
H  1.49  1.03  0.00
H  0.09  -0.63  1.29
H  -0.44  1.20  -0.38
H  -0.73  -0.16  -1.47

***

C5H9O | ωB97M-V/def2-TZVPD

gap between HOMO and LUMO = 6.0537 eV
E = -271.0935 a.u.
energy above the lowest of the compared OMol25 structures with the same formula, charge and spin = 34.6 kJ/mol
charge = -1
E_HOMO = -2.17 eV

Geometry (Å):
C  -1.55  0.75  -1.41
O  -2.59  1.51  -1.11
C  -0.76  0.32  -0.14
C  0.21  -0.88  -0.17
C  1.48  -0.75  0.63
C  1.61  0.03  1.69
H  -1.80  -0.17  -2.01
H  -0.71  1.19  -2.03
H  -1.47  0.18  0.68
H  -0.22  1.20  0.22
H  -0.26  -1.78  0.24
H  0.44  -1.09  -1.22
H  2.34  -1.33  0.33
H  0.72  0.47  2.14
H  2.54  0.33  2.16

***

C25H49N6O9S | ωB97M-V/def2-TZVPD

gap between HOMO and LUMO = 7.0030 eV
E = -2385.4174 a.u.
charge = +1
E_HOMO = -10.72 eV

Geometry (Å):
C  -3.61  1.64  -2.04
C  -3.59  0.31  -2.91
O  -2.71  0.56  -4.02
C  -3.15  -0.96  -2.06
N  -4.05  -1.22  -0.93
C  -3.74  -2.48  -0.21
C  -2.84  -2.31  1.07
O  -3.13  -1.17  1.89
C  -2.47  -0.02  1.47
C  -2.47  1.22  2.48
N  -1.35  2.06  1.90
C  -1.99  3.38  1.62
C  -1.02  4.50  1.06
C  0.39  4.59  1.80
C  1.65  4.39  0.84
C  2.31  2.96  1.01
C  3.86  3.01  1.34
C  4.66  2.85  -0.05
S  5.97  4.18  -0.06
C  5.41  5.43  -1.22
N  5.76  6.71  -1.08
N  5.20  7.35  -2.16
C  4.51  6.45  -2.87
O  4.61  5.16  -2.31
C  -0.82  1.34  0.81
N  -0.30  1.75  -0.33
N  -1.01  -0.04  1.19
H  -3.96  1.48  -0.99
H  -4.34  2.37  -2.50
H  -2.60  2.15  -2.03
H  -4.65  0.18  -3.27
H  -3.30  0.85  -4.74
H  -3.10  -1.81  -2.80
H  -2.11  -0.77  -1.74
H  -5.03  -1.17  -1.22
H  -3.14  -3.12  -0.93
H  -4.68  -3.05  0.00
H  -1.77  -2.40  0.75
H  -3.04  -3.21  1.72
H  -2.92  0.48  0.55
H  -3.47  1.69  2.28
H  -2.29  0.86  3.53
H  -2.36  3.77  2.62
H  -2.89  3.33  0.95
H  -1.54  5.48  1.23
H  -0.86  4.43  -0.06
H  0.48  5.65  2.19
H  0.41  3.93  2.71
H  2.41  5.18  1.08
H  1.38  4.53  -0.24
H  1.79  2.37  1.81
H  2.21  2.40  0.04
H  4.15  3.97  1.84
H  4.17  2.13  1.96
H  5.12  1.83  -0.17
H  4.00  3.01  -0.95
H  3.94  6.64  -3.81
H  0.50  1.24  -0.71
H  -0.60  2.57  -0.86
H  -0.73  -0.59  0.37
C  2.91  -4.12  -5.47
C  3.20  -2.84  -4.71
O  2.03  -2.03  -4.58
C  1.16  -2.41  -3.64
O  1.29  -3.35  -2.89
O  0.11  -1.58  -3.67
C  -0.94  -1.93  -2.76
H  2.44  -3.89  -6.43
H  3.82  -4.68  -5.65
H  2.21  -4.75  -4.92
H  3.93  -2.25  -5.26
H  3.64  -3.05  -3.73
H  -0.55  -2.06  -1.75
H  -1.43  -2.85  -3.10
H  -1.71  -1.09  -2.75
C  0.62  -3.45  2.78
C  -0.55  -3.42  3.74
O  -0.98  -4.75  4.06
C  -0.22  -5.38  4.98
O  0.74  -4.93  5.53
O  -0.72  -6.61  5.15
C  0.04  -7.43  6.03
H  0.39  -4.06  1.90
H  0.88  -2.44  2.45
H  1.50  -3.90  3.24
H  -1.40  -2.93  3.26
H  -0.32  -2.86  4.64
H  0.20  -6.93  6.99
H  0.99  -7.70  5.57
H  -0.53  -8.34  6.21

***

C14H11BrF9LuNO2S | ωB97M-V/def2-TZVPD

gap between HOMO and LUMO = 1.3420 eV
E = -5850.5491 a.u.
charge = +3
E_HOMO = -15.73 eV

Geometry (Å):
O  0.75  -0.89  -0.55
C  1.67  -0.45  0.09
C  3.13  -0.70  -0.12
C  3.79  -1.35  -1.17
C  5.19  -1.45  -1.13
C  5.89  -0.94  -0.07
C  5.22  -0.28  1.00
Br  6.17  0.37  2.39
C  3.81  -0.17  0.94
C  2.83  0.48  1.86
O  3.01  0.94  2.94
N  1.57  0.35  1.22
C  0.48  1.29  1.42
C  0.13  2.10  0.16
C  -1.36  2.04  -0.23
C  -1.63  1.00  -1.33
C  -2.93  0.25  -1.33
F  -3.32  -0.07  -2.50
F  -4.00  1.27  -0.79
C  -2.90  -1.01  -0.40
F  -2.22  -1.89  -1.09
F  -2.26  -0.69  0.71
S  -4.56  -1.89  0.14
F  -4.30  -3.10  -0.76
F  -3.81  -2.49  1.36
F  -4.95  -0.50  1.14
F  -5.32  -1.09  -1.04
F  -5.90  -2.44  0.64
H  3.22  -1.76  -2.00
H  5.70  -1.94  -1.94
H  6.96  -1.05  -0.04
H  0.80  1.95  2.22
H  -0.40  0.77  1.81
H  0.74  1.81  -0.69
H  0.36  3.15  0.36
H  -1.64  3.02  -0.61
H  -1.95  1.83  0.67
H  -0.84  0.25  -1.40
H  -1.66  1.52  -2.29
Lu  -5.45  1.78  0.40

***

C5H4N2O | ωB97M-V/def2-TZVPD

gap between HOMO and LUMO = 9.1721 eV
E = -377.5114 a.u.
energy above the lowest of the compared OMol25 structures with the same formula, charge and spin = 400.8 kJ/mol
E_HOMO = -8.50 eV

Geometry (Å):
C  1.83  0.15  0.01
C  1.02  1.26  -0.05
C  -0.50  0.79  -0.17
C  -1.66  -0.92  -0.05
C  -0.39  -0.59  -0.31
H  1.28  -1.83  0.55
H  2.82  0.21  0.20
H  1.23  2.45  -0.13
H  -2.16  -1.94  0.06
N  0.93  -0.98  -0.12
N  -1.88  1.26  0.00
O  -2.51  0.12  0.01

***

C44H58N3O9PPbSeSi2 | ωB97M-V/def2-TZVPD

gap between HOMO and LUMO = 6.2222 eV
E = -6067.7551 a.u.
charge = -2
E_HOMO = -2.62 eV

Geometry (Å):
Pb  -0.92  -0.58  1.43
O  -6.14  1.78  -2.09
C  -6.34  2.25  -0.84
C  -7.23  3.32  -0.71
C  -7.49  3.87  0.53
C  -6.88  3.36  1.67
C  -6.02  2.29  1.55
C  -5.74  1.71  0.31
C  -4.83  0.53  0.35
O  -4.51  0.01  1.40
N  -4.47  0.04  -0.91
N  -3.92  -1.12  -1.04
C  -3.50  -1.68  -2.17
C  -3.18  -3.04  -1.91
C  -2.79  -4.13  -2.68
C  -2.65  -5.35  -2.04
C  -2.86  -5.48  -0.66
C  -3.23  -4.40  0.12
C  -3.40  -3.20  -0.54
O  -3.83  -2.04  0.00
H  -5.34  1.22  -2.05
H  -7.68  3.72  -1.61
H  -8.17  4.72  0.60
H  -7.07  3.80  2.64
H  -5.53  1.87  2.41
H  -3.49  -1.11  -3.08
H  -2.59  -4.03  -3.74
H  -2.36  -6.22  -2.60
H  -2.71  -6.44  -0.19
H  -3.38  -4.47  1.19
O  1.38  0.55  -1.43
H  0.63  1.16  -1.40
H  1.16  -0.18  -0.84
C  0.92  2.62  -3.54
C  -0.35  3.20  -2.92
C  -1.54  2.96  -3.85
C  -0.17  4.70  -2.67
O  -0.52  2.48  -1.69
P  -1.61  2.82  -0.50
O  -2.87  3.31  -1.10
O  -1.58  1.58  0.34
O  -0.96  4.10  0.25
C  0.06  4.10  1.26
C  0.47  5.57  1.40
C  -0.50  3.60  2.58
C  1.27  3.28  0.83
H  1.15  3.13  -4.48
H  0.79  1.55  -3.74
H  1.76  2.73  -2.86
H  -1.43  3.55  -4.76
H  -2.46  3.25  -3.34
H  -1.60  1.90  -4.11
H  -0.01  5.21  -3.62
H  0.70  4.87  -2.03
H  -1.05  5.10  -2.18
H  -0.41  6.18  1.60
H  0.94  5.93  0.48
H  1.17  5.68  2.23
H  -1.30  4.26  2.92
H  0.28  3.55  3.35
H  -0.92  2.60  2.45
H  1.64  3.61  -0.14
H  1.01  2.23  0.76
H  2.07  3.37  1.56
C  3.19  -5.34  -0.06
C  1.73  -4.90  -0.22
C  0.93  -5.36  1.00
C  1.16  -5.59  -1.47
Si  1.56  -2.96  -0.40
O  0.19  -2.36  0.10
C  3.05  -2.27  0.56
C  3.11  -2.49  1.94
C  4.19  -2.08  2.70
C  5.25  -1.42  2.10
C  5.20  -1.15  0.74
C  4.11  -1.56  -0.02
C  1.81  -2.66  -2.26
C  0.71  -2.23  -3.00
C  0.79  -2.02  -4.37
C  1.99  -2.22  -5.04
C  3.10  -2.66  -4.32
C  3.00  -2.88  -2.96
H  3.24  -6.44  0.03
H  3.64  -4.90  0.82
H  3.78  -5.05  -0.93
H  0.92  -6.45  1.07
H  -0.10  -5.00  0.95
H  1.37  -4.97  1.92
H  1.17  -6.68  -1.34
H  1.75  -5.35  -2.35
H  0.14  -5.27  -1.65
H  2.27  -2.99  2.43
H  4.20  -2.28  3.77
H  6.10  -1.10  2.69
H  6.01  -0.62  0.27
H  4.07  -1.32  -1.07
H  -0.22  -2.05  -2.48
H  -0.08  -1.68  -4.92
H  2.07  -2.04  -6.10
H  4.04  -2.82  -4.83
H  3.88  -3.22  -2.42
C  4.20  0.72  5.13
Si  3.30  1.70  3.77
C  2.78  3.33  4.58
C  4.58  2.15  2.45
C  1.88  0.80  3.06
C  0.92  0.27  2.53
H  4.99  1.33  5.58
H  4.66  -0.18  4.72
H  3.51  0.42  5.91
H  3.63  3.82  5.06
H  2.01  3.18  5.34
H  2.37  4.02  3.84
H  5.60  1.99  2.81
H  4.49  3.20  2.15
H  4.44  1.54  1.56
Se  -2.03  -1.80  3.86
C  -2.18  -0.38  4.95
N  -2.30  0.51  5.68

***

H22O11 | ωB97M-V/def2-TZVPD

gap between HOMO and LUMO = 10.8014 eV
E = -840.7094 a.u.
energy above the lowest of the compared OMol25 structures with the same formula, charge and spin = 448.3 kJ/mol
E_HOMO = -10.55 eV

Geometry (Å):
O  -0.44  1.62  -1.47
H  -0.11  1.46  -0.62
H  -1.13  2.22  -1.44
O  -3.60  1.73  -2.61
H  -3.25  2.26  -3.32
H  -4.31  1.18  -2.86
O  -2.89  0.88  1.30
H  -3.03  0.09  1.63
H  -2.19  1.13  0.86
O  -1.21  -0.19  -3.47
H  -0.73  0.35  -2.82
H  -0.60  -0.13  -4.17
O  1.34  -3.15  3.58
H  0.84  -2.51  2.93
H  2.27  -3.02  3.35
O  2.89  -1.05  1.04
H  3.11  -0.88  1.98
H  3.25  -0.41  0.46
O  3.95  0.85  -1.04
H  4.90  1.07  -1.28
H  3.37  0.90  -1.91
O  1.74  3.47  0.01
H  1.24  3.38  -0.75
H  1.50  4.11  0.67
O  -2.04  -3.63  2.28
H  -1.65  -3.55  3.33
H  -2.87  -3.34  2.57
O  -0.87  -1.52  -0.01
H  -1.37  -2.06  0.50
H  -0.57  -1.99  -0.77
O  0.67  0.38  0.54
H  1.36  0.90  0.77
H  0.39  -0.55  0.74

***

C2H3ClNOP | ωB97M-V/def2-TZVPD

gap between HOMO and LUMO (spin up / spin down) = 8.5726 / 7.6571 eV
E = -1009.4639 a.u.
energy above the lowest of the compared OMol25 structures with the same formula, charge and spin = 318.7 kJ/mol
E_HOMO (spin up / spin down) = -9.84 / -9.90 eV

Geometry (Å):
C  -1.47  -1.12  0.32
C  1.84  0.11  0.10
N  -1.70  -1.95  1.04
O  -1.38  0.52  -1.99
P  -0.95  0.30  -0.58
Cl  -1.82  1.56  0.74
H  1.56  0.83  0.96
H  1.89  -0.93  0.17
H  2.04  0.68  -0.75

***

Repeat the eighth record exactly.
H22O11 | ωB97M-V/def2-TZVPD

gap between HOMO and LUMO = 10.8014 eV
E = -840.7094 a.u.
energy above the lowest of the compared OMol25 structures with the same formula, charge and spin = 448.3 kJ/mol
E_HOMO = -10.55 eV

Geometry (Å):
O  -0.44  1.62  -1.47
H  -0.11  1.46  -0.62
H  -1.13  2.22  -1.44
O  -3.60  1.73  -2.61
H  -3.25  2.26  -3.32
H  -4.31  1.18  -2.86
O  -2.89  0.88  1.30
H  -3.03  0.09  1.63
H  -2.19  1.13  0.86
O  -1.21  -0.19  -3.47
H  -0.73  0.35  -2.82
H  -0.60  -0.13  -4.17
O  1.34  -3.15  3.58
H  0.84  -2.51  2.93
H  2.27  -3.02  3.35
O  2.89  -1.05  1.04
H  3.11  -0.88  1.98
H  3.25  -0.41  0.46
O  3.95  0.85  -1.04
H  4.90  1.07  -1.28
H  3.37  0.90  -1.91
O  1.74  3.47  0.01
H  1.24  3.38  -0.75
H  1.50  4.11  0.67
O  -2.04  -3.63  2.28
H  -1.65  -3.55  3.33
H  -2.87  -3.34  2.57
O  -0.87  -1.52  -0.01
H  -1.37  -2.06  0.50
H  -0.57  -1.99  -0.77
O  0.67  0.38  0.54
H  1.36  0.90  0.77
H  0.39  -0.55  0.74

***

What is the E in the second record? -227.3900 a.u.

***

Which formula does entry 6 have? C5H4N2O

***

Repeat the ninth record exactly.
C2H3ClNOP | ωB97M-V/def2-TZVPD

gap between HOMO and LUMO (spin up / spin down) = 8.5726 / 7.6571 eV
E = -1009.4639 a.u.
energy above the lowest of the compared OMol25 structures with the same formula, charge and spin = 318.7 kJ/mol
E_HOMO (spin up / spin down) = -9.84 / -9.90 eV

Geometry (Å):
C  -1.47  -1.12  0.32
C  1.84  0.11  0.10
N  -1.70  -1.95  1.04
O  -1.38  0.52  -1.99
P  -0.95  0.30  -0.58
Cl  -1.82  1.56  0.74
H  1.56  0.83  0.96
H  1.89  -0.93  0.17
H  2.04  0.68  -0.75